Density functional theory data (ωB97M-V/def2-TZVPD) for a structure of composition C14H21F5IOP2Ru at a distorted geometry.

Summary:
2S+1 = 6
total charge = +2
HOMO (spin up / spin down) = -13.79 / -15.88 eV
calculated total energy = -2195.0659 Eh
ΔE to the lowest compared entry with this formula, charge and spin = 0.8208 eV
orbital gap (spin up / spin down) = 0.265 / 0.171 hartree
expectation value of S² = 8.794

The geometry in XYZ format:
```
45
C14H21F5IOP2Ru (ωB97M-V/def2-TZVPD)
C 2.426 -0.290 -0.594
I 1.169 1.301 -2.636
H 2.969 0.187 -1.427
H 2.535 -1.372 -0.745
H 3.022 -0.067 0.304
Ru 0.286 0.088 0.053
P 0.269 -1.846 -1.983
C -0.227 -3.479 -1.314
C -0.924 -1.619 -3.357
H -0.786 -2.399 -4.120
H 1.504 -2.917 -3.807
H -0.761 -0.630 -3.801
H 2.304 -1.409 -3.265
H -1.315 -3.488 -1.187
H -1.939 -1.672 -2.946
C 1.785 -2.315 -2.932
H 0.083 -4.291 -1.985
H 2.454 -2.902 -2.292
H 0.250 -3.607 -0.334
P 1.276 1.980 0.841
C 0.942 1.935 2.629
C 3.074 2.359 0.791
H 0.885 3.657 -0.850
H 1.058 4.397 0.787
H -0.451 3.567 0.318
C 0.634 3.563 0.212
H 3.462 2.222 -0.225
H 3.247 3.401 1.097
H 0.873 2.952 3.032
H 1.756 1.388 3.121
H 3.617 1.697 1.475
H -0.001 1.404 2.803
C 0.574 -1.121 1.405
O 0.781 -1.888 2.263
F -1.978 2.572 1.267
C -2.478 1.311 1.415
C -1.783 0.188 0.964
C -2.490 -1.001 1.142
F -1.959 -2.188 0.743
C -3.756 -1.089 1.736
F -4.363 -2.289 1.852
C -4.391 0.054 2.203
F -5.598 -0.009 2.800
C -3.734 1.267 2.042
F -4.302 2.401 2.504
```